Entry 1:
{
  "formula": "CH2ClFO2S",
  "method": "wB97M-V/def2-TZVPD",
  "symbols": ["C", "O", "O", "F", "S", "Cl", "H", "H"],
  "positions_angstrom": [[-0.396567, -0.985882, -1.083259], [-2.694260, -0.941430, 1.167533], [-4.318117, 0.202176, -0.257844], [-1.819486, -0.154679, -1.462744], [-3.029113, 0.228039, 0.344733], [-0.436317, -1.677080, 0.485542], [-0.288745, -1.631513, -2.011971], [-0.077914, 0.085168, -0.920300]],
  "forces_ev_per_angstrom": [[-1.688, 2.962, -0.017], [-1.458, 1.954, -0.861], [-0.388, 0.112, -0.473], [1.180, -2.133, -0.198], [-0.241, -1.157, 2.422], [1.209, -0.834, -1.451], [0.070, 0.990, 1.565], [1.315, -1.893, -0.987]],
  "lowdin_charge": [-0.41, -0.57, -0.41, -0.38, 0.85, 0.72, 0.11, 0.09],
  "gap_ev": 10.6,
  "total_charge": 0,
  "e_homo_ha": -0.39860
}

Entry 2:
{
  "formula": "C13H16Cl3HgN4O4",
  "method": "wB97M-V/def2-TZVPD",
  "symbols": ["Hg", "O", "C", "O", "C", "C", "C", "C", "C", "N", "C", "O", "O", "H", "H", "H", "H", "N", "C", "C", "C", "C", "N", "H", "H", "H", "H", "H", "H", "H", "H", "H", "H", "H", "H", "Cl", "C", "Cl", "Cl", "C", "N"],
  "positions_angstrom": [[0.096798, 0.088689, 0.353390], [1.372687, 4.195793, -1.210778], [0.945538, 3.158308, -0.491806], [1.695366, 2.273844, -0.110224], [-0.489061, 3.164363, -0.166346], [-1.346718, 4.246020, -0.358845], [-2.658721, 4.134555, 0.073411], [-3.071418, 2.966179, 0.706016], [-2.159062, 1.931402, 0.856601], [-0.915761, 2.025185, 0.407462], [-2.506973, 0.615834, 1.594785], [-3.659445, 0.432049, 1.931162], [-1.514428, -0.150689, 1.790664], [2.324297, 4.107179, -1.383499], [-0.971630, 5.143025, -0.826614], [-3.351969, 4.950272, -0.075477], [-4.072978, 2.825697, 1.079556], [-1.281307, -1.636064, -0.630764], [-1.058692, -2.903681, 0.082954], [0.424941, -3.297509, 0.057659], [1.031151, -3.484934, 1.451102], [1.022275, -2.230256, 2.322390], [1.643397, -1.079606, 1.629812], [-2.257219, -1.368956, -0.504840], [-1.129123, -1.782708, -1.629488], [-1.672649, -3.704281, -0.348400], [-1.383638, -2.743556, 1.111773], [0.986960, -2.530279, -0.484838], [0.555951, -4.232960, -0.486851], [2.060879, -3.832410, 1.335711], [0.485732, -4.265516, 1.985186], [1.554942, -2.453124, 3.254603], [0.001384, -1.943388, 2.579403], [2.463752, -1.407815, 1.118855], [1.982763, -0.413299, 2.323175], [1.805991, -1.601269, -4.597393], [2.808665, 0.061705, -3.388152], [4.402562, -0.549898, -3.137431], [2.692674, 1.435861, -4.425560], [1.972255, 0.027748, -2.306147], [1.169831, -0.171507, -1.482219]],
  "forces_ev_per_angstrom": [[1.024, -0.662, -0.192], [-0.395, 0.244, -0.071], [1.895, -0.833, 0.130], [-0.555, 1.043, -0.290], [-1.248, -0.013, 0.263], [0.629, -0.356, -0.015], [-0.246, -0.419, 0.223], [0.135, 0.349, -0.212], [-0.052, -0.239, 0.149], [-0.468, 1.788, -0.097], [0.022, 0.149, 0.000], [-0.449, 0.244, -0.029], [-0.586, -0.350, 0.886], [-0.129, -0.190, 0.113], [-0.005, 0.044, -0.032], [-0.007, 0.033, 0.018], [-0.077, -0.007, 0.045], [-0.635, -0.418, -0.382], [0.049, -0.201, 0.009], [-0.003, -0.041, 0.110], [-0.042, 0.265, -0.093], [-0.113, -0.319, 0.194], [0.569, -0.095, 0.483], [0.154, -0.023, -0.113], [0.048, 0.174, 0.156], [0.070, 0.067, 0.155], [-0.113, -0.034, -0.037], [-0.045, -0.177, -0.075], [0.033, 0.074, -0.105], [0.046, -0.053, 0.054], [0.039, -0.034, 0.044], [-0.081, 0.060, -0.090], [0.040, -0.005, 0.056], [-0.142, 0.238, -0.030], [-0.023, -0.141, -0.179], [-0.354, -0.574, -0.422], [0.699, 0.383, -0.286], [0.163, -0.017, 0.109], [-0.055, 0.200, 0.004], [-0.883, -0.238, 0.914], [1.091, 0.084, -1.365]],
  "lowdin_charge": [1.18, 0.14, -0.46, 0.05, -0.16, 0.03, -0.01, 0.04, -0.15, 0.05, -0.64, 0.06, -0.16, 0.15, 0.12, 0.12, 0.13, -0.06, -0.25, -0.20, -0.20, -0.26, -0.04, 0.09, 0.10, 0.12, 0.10, 0.07, 0.11, 0.11, 0.12, 0.12, 0.09, 0.10, 0.10, -0.02, -1.47, 0.59, 0.59, -0.42, 0.06],
  "gap_ev": [5.4, 7.6],
  "multiplicity": 2,
  "total_charge": 0,
  "e_homo_ha": [-0.23800, -0.31784]
}

Entry 3:
{
  "formula": "C14H14BrCoN4O2Se",
  "method": "wB97M-V/def2-TZVPD",
  "symbols": ["Co", "N", "C", "C", "C", "O", "O", "H", "H", "H", "H", "H", "H", "Br", "C", "C", "C", "C", "C", "N", "H", "H", "H", "H", "Se", "N", "C", "C", "C", "C", "C", "C", "N", "H", "H", "H", "H"],
  "positions_angstrom": [[-0.231395, 1.323867, 0.130782], [-1.388819, 3.085025, 0.277070], [-1.926119, 3.452558, 1.620958], [-2.037530, 2.214752, 2.488800], [-0.650999, 1.773922, 2.882004], [-0.223463, 1.913493, 3.997678], [0.097375, 1.247156, 1.913381], [-0.842255, 3.857989, -0.092268], [-2.168756, 2.977915, -0.364074], [-2.895274, 3.936894, 1.515944], [-1.247665, 4.170272, 2.078495], [-2.544518, 1.419316, 1.933714], [-2.604928, 2.434828, 3.389264], [-1.511183, 0.965739, -2.368643], [-1.710554, -0.611952, -1.317693], [-2.309887, -1.750844, -1.802306], [-2.329656, -2.846575, -0.947135], [-1.758811, -2.747284, 0.313216], [-1.187183, -1.548304, 0.697346], [-1.173322, -0.490125, -0.118909], [-2.734302, -1.781394, -2.795963], [-2.784351, -3.773126, -1.273370], [-1.755192, -3.585609, 0.995063], [-0.725618, -1.405046, 1.666094], [2.847172, 1.269312, 1.157184], [1.711955, 0.797827, -0.157684], [2.274384, -0.241310, -0.785088], [1.723477, -0.929990, -1.904659], [2.412333, -1.975851, -2.426414], [3.676386, -2.398609, -1.900960], [4.247169, -1.757243, -0.855403], [3.555232, -0.651189, -0.272422], [4.012703, 0.050852, 0.757019], [0.789910, -0.607627, -2.340376], [2.000877, -2.503967, -3.277714], [4.183819, -3.237199, -2.359305], [5.208988, -2.048472, -0.453623]],
  "forces_ev_per_angstrom": [[-0.264, 0.744, -0.261], [-0.109, -0.207, 0.027], [-0.031, 0.016, -0.089], [-0.144, -0.020, -0.064], [0.298, -0.261, -0.046], [0.018, -0.035, 0.075], [0.054, 0.142, 0.266], [0.009, -0.001, -0.027], [0.001, 0.002, -0.030], [-0.012, 0.042, -0.058], [0.025, 0.015, 0.022], [-0.064, 0.033, 0.020], [0.022, -0.011, 0.036], [0.092, -0.016, -0.006], [-0.063, -0.051, -0.030], [-0.047, -0.035, -0.052], [-0.006, -0.007, -0.039], [-0.021, -0.010, 0.013], [-0.027, 0.000, 0.058], [0.084, 0.017, 0.085], [0.015, -0.020, 0.039], [0.006, 0.025, 0.014], [-0.001, 0.005, -0.020], [0.010, 0.025, -0.011], [-0.257, 0.195, 0.242], [0.376, -0.629, 0.318], [-0.079, 0.155, -0.291], [0.033, -0.050, 0.086], [0.032, -0.068, -0.036], [-0.020, -0.033, -0.037], [-0.002, 0.034, 0.037], [0.005, -0.012, 0.049], [0.106, -0.055, -0.287], [0.016, 0.013, 0.004], [0.041, 0.000, 0.005], [-0.042, 0.021, -0.018], [-0.051, 0.036, 0.007]],
  "lowdin_charge": [0.46, -0.01, -0.19, -0.10, -0.60, 0.11, -0.22, 0.11, 0.07, 0.12, 0.13, 0.12, 0.13, 0.91, -0.69, -0.06, -0.02, -0.02, -0.06, -0.04, 0.12, 0.13, 0.12, 0.13, 1.27, -0.28, -0.34, -0.04, -0.05, -0.06, 0.00, -0.37, -0.22, 0.06, 0.11, 0.11, 0.13],
  "gap_ev": [7.9, 8.1],
  "multiplicity": 2,
  "total_charge": 1,
  "e_homo_ha": [-0.43983, -0.44157]
}

Entry 4:
{
  "formula": "C3H7ClN2OSi",
  "method": "wB97M-V/def2-TZVPD",
  "symbols": ["C", "C", "C", "N", "N", "O", "Si", "Cl", "H", "H", "H", "H", "H", "H", "H"],
  "positions_angstrom": [[0.981977, 1.406138, -1.493467], [-0.068302, 1.045006, -0.451901], [-0.565123, -0.854336, 1.049127], [0.295346, -0.318664, 0.062324], [2.145914, 0.840636, -1.306220], [3.235162, 1.132839, -1.876551], [1.968503, -0.552920, -0.112579], [1.956639, -0.831974, 3.122006], [0.991820, 2.212941, -2.266514], [-0.104790, 1.678413, 0.402364], [-0.997994, 1.005483, -0.912201], [-0.482539, -0.290937, 1.888972], [-1.640575, -0.904097, 0.840912], [-0.088091, -1.872824, 1.226111], [2.124594, -1.980756, -0.426020]],
  "forces_ev_per_angstrom": [[0.509, 0.906, 0.625], [2.087, -1.667, -0.672], [0.407, -3.453, -0.971], [0.710, 2.148, -1.953], [0.287, -0.343, 0.358], [0.046, -0.254, -0.207], [-2.510, -0.328, 1.338], [0.375, 0.246, -1.743], [-0.392, -0.735, 0.878], [0.031, 1.081, 0.530], [-1.920, -0.119, -0.726], [0.413, 1.425, 2.926], [0.335, -0.182, -0.809], [-1.352, 1.054, 0.411], [0.972, 0.221, 0.014]],
  "lowdin_charge": [-0.04, -0.14, -0.18, -0.31, -0.35, -0.12, 0.93, -0.37, 0.16, 0.12, 0.10, 0.01, 0.10, 0.09, 0.01],
  "gap_ev": 6.6,
  "total_charge": 0,
  "e_homo_ha": -0.33879
}

Calculated values (kJ/mol) of relative energy (zero: lowest compared OMol25 entry of this formula, charge and spin) for the records, taken in order: 158.3 150.7 37.4 351.5.